{"formula": "C3H8N4O", "method": "the ωB97M-V functional and the def2-TZVPD basis", "lumo_energy_ev": 0.935, "e_above_lowest_kj_mol": 277.2, "fmax_ha_per_bohr": 0.0515, "gap_ha": 0.297, "symbols": ["C", "C", "N", "N", "N", "C", "O", "N", "H", "H", "H", "H", "H", "H", "H", "H"], "positions_angstrom": [[0.10863, 0.62405, 0.18979], [-0.86843, -0.36234, 0.18021], [-0.36437, 1.98537, 0.13937], [-2.18335, -0.04938, -0.05361], [-0.55438, -1.68035, 0.35987], [1.70358, 0.03049, -0.57743], [2.48004, -1.07214, -0.84308], [1.44711, 0.37863, 0.65654], [2.82545, -1.38449, 0.01003], [-0.09293, 2.43076, -0.73174], [0.07280, 2.51148, 0.88729], [-2.87447, -0.62773, 0.40302], [-2.35140, 0.94980, 0.01822], [0.33747, -1.83589, 0.80906], [-1.22980, -2.38821, 0.11606], [1.54405, 0.48994, -1.56361]], "forces_ev_per_a": [[-2.24, 0.79, 1.17], [1.13, 0.59, -0.13], [-0.10, -0.25, -0.12], [-0.32, 0.08, -0.16], [-0.15, 0.42, 0.23], [1.80, -1.29, 0.42], [0.21, 0.25, 0.03], [-0.16, -0.36, -1.89], [-0.21, 0.02, -0.10], [0.00, 0.03, 0.04], [0.06, 0.04, 0.03], [0.17, 0.07, 0.02], [0.05, -0.20, -0.04], [-0.41, -0.49, -0.23], [0.50, -0.01, 0.22], [-0.32, 0.31, 0.52]], "nbo_charge": [0.072, 0.378, -0.862, -0.817, -0.832, 0.392, -0.692, -0.608, 0.479, 0.358, 0.367, 0.376, 0.417, 0.415, 0.398, 0.160]}

{"formula": "C3H8N4O", "method": "the ωB97M-V functional and the def2-TZVPD basis", "lumo_energy_ev": 0.103, "e_above_lowest_kj_mol": 514.8, "fmax_ha_per_bohr": 0.0152, "gap_ha": 0.316, "symbols": ["C", "N", "N", "C", "C", "N", "N", "O", "H", "H", "H", "H", "H", "H", "H", "H"], "positions_angstrom": [[-0.33900, -2.05202, 0.26316], [1.27544, 0.34302, -0.02892], [-0.97582, -0.73935, 0.35511], [-1.01280, 0.41754, -0.98879], [-0.09898, 0.66192, 0.24872], [1.94116, 1.35938, -0.78509], [-0.37467, 1.64950, 1.06174], [-1.91844, 0.63293, -1.68542], [1.74863, 0.28890, 0.86838], [-1.70482, -0.65619, 1.06002], [1.77648, 1.18094, -1.76784], [1.56891, 2.27561, -0.53982], [-1.36411, 1.78840, 1.24807], [0.14847, -2.32584, 1.20235], [0.41506, -2.01801, -0.52027], [-1.08552, -2.80674, 0.00859]], "forces_ev_per_a": [[-0.01, 0.10, 0.01], [-0.05, 0.01, -0.10], [0.09, 0.33, -0.20], [-0.66, 0.22, -0.08], [0.12, -0.11, 0.11], [-0.16, -0.09, 0.13], [0.01, -0.20, -0.08], [0.61, -0.31, 0.36], [-0.05, 0.05, -0.04], [0.09, 0.03, -0.05], [-0.01, 0.01, 0.05], [-0.03, -0.08, 0.01], [0.04, -0.02, -0.08], [-0.03, 0.02, -0.06], [-0.02, -0.01, 0.02], [0.05, 0.05, 0.02]], "nbo_charge": [-0.424, -0.500, -0.610, 0.676, 0.361, -0.651, -0.845, -0.439, 0.369, 0.392, 0.346, 0.354, 0.338, 0.200, 0.228, 0.206]}

{"formula": "C3H8N4O", "method": "the ωB97M-V functional and the def2-TZVPD basis", "smiles": "[H]/N=C/N=C(/NC)NO", "lumo_energy_ev": 0.412, "e_above_lowest_kj_mol": 636.7, "fmax_ha_per_bohr": 0.2049, "gap_ha": 0.325, "symbols": ["H", "N", "C", "N", "C", "N", "C", "N", "O", "H", "H", "H", "H", "H", "H", "H"], "positions_angstrom": [[-4.19393, 0.04094, 0.08308], [-3.53926, -0.75477, 0.13829], [-2.35767, -0.07621, -0.10753], [-1.18466, -0.76342, 0.25044], [0.01813, -0.29898, -0.17337], [1.09817, -1.13067, -0.26310], [2.38561, -0.65961, 0.25026], [0.38512, 0.97628, -0.38889], [-0.12831, 1.78530, 0.40644], [-2.03254, 0.76963, -0.77266], [0.82281, -2.11105, 0.08099], [3.19943, -1.38350, 0.01619], [2.50357, 0.54598, -0.20871], [2.46615, -0.53640, 1.30512], [1.39868, 1.34779, -0.45072], [-0.84127, 2.24870, -0.16583]], "forces_ev_per_a": [[-0.58, -0.69, -0.67], [4.12, 4.62, -0.32], [-0.79, -4.12, 0.57], [2.04, 0.90, -1.69], [-1.14, -2.31, 1.48], [-0.42, -2.71, 1.27], [0.83, 2.45, -2.04], [4.92, -1.97, -4.59], [-6.73, 7.47, 3.14], [-1.81, 0.08, 0.62], [0.54, 2.01, -0.91], [-0.54, 0.91, -0.56], [1.14, -4.43, 1.29], [-0.54, 0.16, 1.09], [-2.33, -2.10, -0.77], [1.29, -0.28, 2.10]], "nbo_charge": [0.318, -0.649, 0.238, -0.586, 0.597, -0.612, -0.372, -0.332, -0.521, 0.115, 0.417, 0.221, 0.150, 0.191, 0.368, 0.455]}

{"formula": "C3H8N4O", "method": "the ωB97M-V functional and the def2-TZVPD basis", "lumo_energy_ev": 0.627, "e_above_lowest_kj_mol": 304.9, "fmax_ha_per_bohr": 0.0660, "gap_ha": 0.372, "symbols": ["C", "N", "N", "C", "C", "N", "N", "O", "H", "H", "H", "H", "H", "H", "H", "H"], "positions_angstrom": [[1.32015, -0.96502, 1.92440], [0.41683, 0.30693, 0.00432], [-0.93017, 0.40812, -1.90745], [-0.34229, -0.61498, -0.43929], [1.29520, 0.28877, 1.09844], [-2.36118, 0.59232, -1.91389], [2.02783, 1.27025, 1.40399], [-1.00195, -1.59050, -0.32853], [-0.26922, 1.18751, -1.38852], [-0.65974, 0.00953, -2.80391], [-2.58039, 1.19520, -1.12431], [-2.76416, -0.31971, -1.69960], [1.88189, 2.07561, 0.79817], [1.61506, -1.81901, 1.31359], [2.02455, -0.84262, 2.74236], [0.32761, -1.18239, 2.32024]], "forces_ev_per_a": [[0.18, -0.01, 0.04], [0.66, 0.40, -0.28], [0.98, 0.77, 1.84], [-0.77, 1.09, 0.11], [-0.30, -0.74, 0.23], [0.50, 0.35, -0.05], [0.07, 0.23, 0.26], [0.33, -0.51, 0.04], [-1.97, -1.84, -2.06], [0.27, 0.59, 0.10], [0.02, -0.10, -0.08], [0.14, -0.02, 0.10], [-0.06, -0.17, -0.21], [0.00, -0.03, -0.03], [-0.02, -0.03, 0.00], [-0.03, 0.03, -0.01]], "nbo_charge": [-0.682, -0.749, -0.595, 0.849, 0.448, -0.648, -0.648, -0.575, 0.465, 0.392, 0.357, 0.363, 0.336, 0.223, 0.238, 0.226]}

{"formula": "C3H8N4O", "method": "the ωB97M-V functional and the def2-TZVPD basis", "lumo_energy_ev": -0.215, "e_above_lowest_kj_mol": 1291.5, "fmax_ha_per_bohr": 0.1675, "gap_ha": 0.312, "symbols": ["C", "C", "C", "H", "H", "H", "H", "H", "H", "H", "H", "N", "N", "N", "N", "O"], "positions_angstrom": [[0.19550, -0.82063, 0.26012], [0.27365, 0.57053, -0.29020], [0.29372, 1.61979, 0.82430], [-1.12748, -3.58955, 1.15759], [-1.13211, -2.20570, 2.75206], [0.27961, -1.55633, -0.44130], [1.31100, 1.38315, 1.42854], [-0.60091, 1.46040, 1.37560], [1.06438, 2.67187, -0.40019], [-0.30796, 0.81196, -3.45562], [0.47791, -1.13518, -2.41630], [-1.14491, -2.24834, 1.74414], [-0.53408, -1.05480, 1.34462], [0.39009, 0.93520, -1.53017], [0.73726, 0.19379, -2.61584], [-0.17566, 2.96385, 0.26265]], "forces_ev_per_a": [[-3.20, 0.84, 1.98], [0.92, -0.24, 0.27], [-1.44, 0.32, -0.69], [0.65, 4.92, 1.97], [-0.09, -0.75, 0.05], [0.62, -2.45, -1.67], [-2.22, 1.45, -1.13], [-0.08, -0.98, 1.45], [-4.92, 2.35, 1.25], [3.64, -2.86, 2.41], [0.51, 4.56, -0.96], [0.85, -1.33, -2.86], [0.91, -1.13, -1.07], [0.78, 0.32, 2.44], [-4.85, -2.06, -1.73], [7.91, -2.95, -1.71]], "nbo_charge": [-0.088, 0.165, -0.182, 0.311, 0.381, 0.161, 0.197, 0.218, 0.454, 0.359, 0.268, -0.601, -0.161, -0.282, -0.545, -0.656]}

{"formula": "C3H8N4O", "method": "the ωB97M-V functional and the def2-TZVPD basis", "smiles": "Cc1c[n+]([O-])n[nH]1.N", "lumo_energy_ev": 0.625, "e_above_lowest_kj_mol": 342.5, "fmax_ha_per_bohr": 0.0295, "gap_ha": 0.339, "symbols": ["C", "C", "C", "N", "O", "N", "N", "H", "H", "H", "H", "H", "N", "H", "H", "H"], "positions_angstrom": [[-2.59411, -0.15127, -0.25021], [-1.25353, 0.47263, -0.14529], [-0.10384, 0.28536, -0.86362], [0.84979, 1.09464, -0.29728], [2.03338, 1.16695, -0.64796], [0.34452, 1.77731, 0.68944], [-0.93292, 1.40044, 0.78296], [-2.50414, -1.13190, -0.71176], [-3.25870, 0.45543, -0.86615], [-3.04099, -0.26231, 0.73492], [0.12811, -0.36635, -1.67785], [-1.51970, 1.80997, 1.49100], [2.69539, -1.71629, 0.48897], [3.24471, -1.69135, 1.34097], [3.16848, -2.35291, -0.14078], [2.74356, -0.79036, 0.07264]], "forces_ev_per_a": [[-0.06, 0.05, -0.17], [0.23, 0.03, -0.07], [-0.62, -0.22, 0.20], [-1.48, -0.23, 0.25], [1.26, 0.18, -0.27], [0.56, 0.80, 0.70], [0.04, -0.47, -0.54], [-0.06, -0.02, 0.04], [-0.04, -0.01, 0.01], [-0.06, -0.07, 0.04], [0.10, -0.10, -0.11], [0.16, -0.02, -0.05], [-0.02, -0.04, 0.04], [-0.04, 0.03, -0.04], [0.00, 0.00, -0.01], [0.02, 0.07, -0.01]], "nbo_charge": [-0.646, 0.155, -0.155, 0.269, -0.534, -0.111, -0.335, 0.242, 0.234, 0.228, 0.241, 0.421, -1.092, 0.353, 0.350, 0.382]}

Please write out number 1 again, unchanged.
{"formula": "C3H8N4O", "method": "the ωB97M-V functional and the def2-TZVPD basis", "lumo_energy_ev": 0.935, "e_above_lowest_kj_mol": 277.2, "fmax_ha_per_bohr": 0.0515, "gap_ha": 0.297, "symbols": ["C", "C", "N", "N", "N", "C", "O", "N", "H", "H", "H", "H", "H", "H", "H", "H"], "positions_angstrom": [[0.10863, 0.62405, 0.18979], [-0.86843, -0.36234, 0.18021], [-0.36437, 1.98537, 0.13937], [-2.18335, -0.04938, -0.05361], [-0.55438, -1.68035, 0.35987], [1.70358, 0.03049, -0.57743], [2.48004, -1.07214, -0.84308], [1.44711, 0.37863, 0.65654], [2.82545, -1.38449, 0.01003], [-0.09293, 2.43076, -0.73174], [0.07280, 2.51148, 0.88729], [-2.87447, -0.62773, 0.40302], [-2.35140, 0.94980, 0.01822], [0.33747, -1.83589, 0.80906], [-1.22980, -2.38821, 0.11606], [1.54405, 0.48994, -1.56361]], "forces_ev_per_a": [[-2.24, 0.79, 1.17], [1.13, 0.59, -0.13], [-0.10, -0.25, -0.12], [-0.32, 0.08, -0.16], [-0.15, 0.42, 0.23], [1.80, -1.29, 0.42], [0.21, 0.25, 0.03], [-0.16, -0.36, -1.89], [-0.21, 0.02, -0.10], [0.00, 0.03, 0.04], [0.06, 0.04, 0.03], [0.17, 0.07, 0.02], [0.05, -0.20, -0.04], [-0.41, -0.49, -0.23], [0.50, -0.01, 0.22], [-0.32, 0.31, 0.52]], "nbo_charge": [0.072, 0.378, -0.862, -0.817, -0.832, 0.392, -0.692, -0.608, 0.479, 0.358, 0.367, 0.376, 0.417, 0.415, 0.398, 0.160]}